Entry 1:
Entry from the Open Molecules 2025 dataset: C44H49N9OSc as an isolated structure (ωB97M-V with the def2-TZVPD basis set).

frontier orbital gap	0.2766	Ha
total charge	+3
DFT total energy	-3034.3147	hartree
M	764.89	g mol⁻¹
HOMO energy	-15.9	eV

Geometry as XYZ:
```
104
C44H49N9OSc ωB97M-V with the def2-TZVPD basis set
Sc -0.116 -0.054 0.002
C -3.213 -1.106 0.944
N -2.570 0.156 0.547
C -3.346 0.957 -0.427
C -2.502 1.243 -1.617
N -1.186 1.093 -1.629
C -0.788 1.527 -2.905
C 0.477 1.706 -3.452
C 0.558 2.202 -4.737
C -0.591 2.529 -5.474
C -1.852 2.398 -4.931
C -1.915 1.902 -3.635
N -2.990 1.700 -2.779
C -2.169 -2.137 1.183
N -0.868 -1.906 1.100
C -0.272 -3.164 1.355
C 1.060 -3.568 1.386
C 1.329 -4.890 1.677
C 0.304 -5.811 1.941
C -1.021 -5.432 1.909
C -1.273 -4.100 1.609
N -2.466 -3.405 1.488
H -3.902 -1.451 0.169
H -3.808 -0.975 1.857
H -2.514 0.731 1.387
H -3.629 1.912 0.028
H -4.276 0.459 -0.715
H 1.361 1.514 -2.868
H 1.528 2.366 -5.184
H -0.483 2.913 -6.477
H -2.737 2.680 -5.481
H -3.957 1.914 -2.970
H 1.869 -2.880 1.193
H 2.356 -5.224 1.712
H 0.558 -6.834 2.173
H -1.815 -6.135 2.111
H -3.394 -3.778 1.629
C 3.911 1.359 -0.012
C 3.932 0.065 0.750
C 5.076 -0.721 0.788
C 5.175 -1.790 1.668
C 4.148 -2.049 2.560
C 2.979 -1.291 2.546
C 1.937 -1.478 3.613
C 2.869 -0.297 1.579
N 1.660 0.502 1.522
C 1.636 1.525 2.292
C 2.701 1.927 3.257
C 0.430 2.423 2.183
C 0.399 3.653 3.027
N -0.465 2.063 1.342
C -1.607 2.931 1.174
C -2.702 2.800 2.031
C -2.679 1.906 3.245
C -3.833 3.567 1.759
C -3.852 4.453 0.694
C -2.725 4.610 -0.099
C -1.575 3.862 0.133
C -0.318 4.147 -0.636
H 4.719 1.400 -0.738
H 4.066 2.199 0.669
H 2.964 1.536 -0.526
H 5.919 -0.460 0.163
H 6.075 -2.385 1.694
H 4.258 -2.832 3.296
H 2.011 -2.469 4.057
H 0.915 -1.349 3.244
H 2.090 -0.755 4.417
H 3.536 1.235 3.269
H 2.277 1.993 4.260
H 3.067 2.925 3.013
H 1.312 4.230 2.884
H 0.369 3.376 4.082
H -0.455 4.284 2.803
H -2.009 1.046 3.145
H -3.678 1.542 3.477
H -2.339 2.459 4.122
H -4.697 3.479 2.402
H -4.733 5.049 0.506
H -2.724 5.344 -0.893
H -0.544 4.621 -1.589
H 0.268 3.249 -0.835
H 0.321 4.835 -0.078
C 3.324 -0.171 -2.782
C 2.226 -0.952 -2.130
O 1.506 -0.487 -1.198
N 2.078 -2.199 -2.526
C 1.200 -3.167 -1.883
C -0.240 -3.053 -2.300
C -0.797 -4.035 -3.108
C -2.123 -3.937 -3.491
C -2.849 -2.845 -3.049
C -2.212 -1.914 -2.246
N -0.937 -1.994 -1.856
H 3.256 0.886 -2.562
H 3.312 -0.325 -3.860
H 4.276 -0.540 -2.396
H 2.682 -2.521 -3.269
H 1.294 -3.044 -0.805
H 1.584 -4.156 -2.132
H -0.191 -4.868 -3.432
H -2.574 -4.689 -4.122
H -3.884 -2.708 -3.324
H -2.763 -1.052 -1.905
```

Entry 2:
Entry from the Open Molecules 2025 dataset: an isolated ion of composition C4H10NO and charge +1 in a non-equilibrium geometry (ωB97M-V with the def2-TZVPD basis set).

SMILES	C[C@@H]([NH3+])CC=O
frontier orbital gap	0.3627	Ha
total charge	+1
DFT total energy	-288.1308	hartree
M	88.13	g mol⁻¹
HOMO energy	-13.8	eV

Geometry as XYZ:
```
16
C4H10NO ωB97M-V with the def2-TZVPD basis set
C -0.666 0.565 -1.729
C -0.655 0.444 -0.214
C 0.203 -0.725 0.258
C 1.650 -0.239 0.383
O 2.342 -0.533 1.311
N -2.095 0.309 0.238
H -1.184 1.457 -2.099
H -1.191 -0.280 -2.176
H 0.323 0.735 -2.129
H -0.321 1.380 0.202
H 0.182 -1.456 -0.510
H -0.088 -1.148 1.216
H 2.004 0.484 -0.380
H -2.542 -0.569 -0.032
H -2.634 1.121 -0.070
H -2.137 0.316 1.261
```

Entry 3:
Entry from the Open Molecules 2025 dataset: one molecule with the formula C3H6OS2 in a non-equilibrium geometry (ωB97M-V with the def2-TZVPD basis set).

SMILES	O=[S@@H](=S)C1CC1
frontier orbital gap	0.3636	Ha
total charge	0
DFT total energy	-989.4035	hartree
M	122.21	g mol⁻¹
HOMO energy	-9.4	eV

Geometry as XYZ:
```
12
C3H6OS2 ωB97M-V with the def2-TZVPD basis set
C 0.790 -1.117 -0.611
C -0.520 -0.530 -1.088
C 0.349 0.310 -0.246
O -0.946 -0.233 2.028
S 0.801 2.089 2.358
S -0.292 0.840 1.342
H 0.462 -1.923 0.015
H 1.745 -1.076 -1.077
H -0.595 -0.312 -2.218
H -1.541 -0.819 -0.717
H 1.076 1.180 -0.531
H -1.328 1.592 0.746
```